Record 1
Below is a molecular structure, C23H35N5Pb, with properties calculated with the ωB97M-V functional and the def2-TZVPD basis.

The geometry in ORCA input format:
```
! wB97M-V def2-TZVPD RIJCOSX def2/J DEFGRID3
* xyz 2 1
Pb -0.06 -0.16 -0.72
C -2.27 2.46 -0.40
C -3.02 1.17 -0.07
N -2.16 0.19 0.64
C -1.89 0.54 2.04
C -0.55 1.20 2.27
C -0.29 1.82 3.47
C 0.92 2.47 3.65
C 1.82 2.51 2.60
C 1.51 1.86 1.42
C 2.47 1.93 0.25
N 1.87 1.60 -1.04
C 1.27 2.74 -1.78
C -0.05 3.22 -1.17
N -1.10 2.19 -1.25
N 0.36 1.17 1.28
H -1.92 2.92 0.52
H -2.97 3.16 -0.86
H -3.36 0.69 -1.00
H -3.90 1.41 0.52
H -2.62 -0.72 0.62
H -1.94 -0.36 2.65
H -2.66 1.21 2.42
H -1.04 1.81 4.26
H 1.15 2.96 4.58
H 2.76 3.05 2.68
H 3.28 1.22 0.44
H 2.92 2.93 0.24
H 2.60 1.22 -1.64
H 1.09 2.40 -2.80
H 1.96 3.58 -1.82
H -0.35 4.14 -1.69
H 0.10 3.47 -0.12
H -1.41 2.12 -2.22
C -0.97 -2.81 2.94
C -0.24 -4.06 2.44
C 1.28 -3.84 2.43
C -0.69 -4.53 1.08
C -1.32 -5.74 0.96
C -1.59 -6.29 -0.29
C -1.14 -5.69 -1.46
C -0.48 -4.49 -1.45
C 0.15 -4.00 -2.72
C -0.74 -3.01 -3.49
C 1.57 -3.46 -2.50
C -0.39 -3.75 -0.16
N -0.18 -2.49 -0.10
H -0.60 -2.54 3.93
H -2.05 -2.99 3.02
H -0.79 -1.99 2.26
H -0.46 -4.87 3.14
H 1.54 -2.98 1.82
H 1.80 -4.72 2.03
H 1.64 -3.68 3.45
H -1.58 -6.30 1.86
H -2.11 -7.24 -0.35
H -1.27 -6.21 -2.41
H 0.25 -4.88 -3.36
H -0.91 -2.11 -2.92
H -1.70 -3.46 -3.73
H -0.25 -2.73 -4.43
H 1.56 -2.53 -1.92
H 2.05 -3.27 -3.45
H 2.18 -4.18 -1.95
*
```

frontier orbital gap (alpha / beta): 6.240 / 6.310 eV
relative energy (zero: lowest compared OMol25 entry of this formula, charge and spin): 0.432 eV
electronic energy: -1363.48994 hartree
HOMO level (alpha / beta): -13.47 / -13.57 eV

Löwdin population analysis, charges in e, atoms 1 to 4:
1 Pb 1.426
2 C -0.186
3 C -0.181
4 N -0.152

---

Record 2
Below is a molecular structure, C28H37BBrF4N3OPtSb, with properties calculated with the ωB97M-V functional and the def2-TZVPD basis.

The geometry in ORCA input format:
```
! wB97M-V def2-TZVPD RIJCOSX def2/J DEFGRID3
* xyz 3 1
Pt -0.32 0.03 -0.69
O -3.09 5.19 1.20
C -2.46 4.10 0.84
C -1.90 3.17 1.72
C -1.28 2.07 1.20
N -1.16 1.80 -0.12
C -1.73 2.71 -0.97
Br -1.75 2.42 -2.81
C -2.36 3.84 -0.53
H -3.15 5.33 2.15
H -1.96 3.29 2.79
H -0.87 1.35 1.88
H -2.81 4.52 -1.23
C 1.75 2.97 1.01
C 2.77 1.89 0.75
C 4.12 2.21 0.68
C 5.07 1.23 0.46
C 4.70 -0.09 0.33
C 3.36 -0.47 0.42
C 3.00 -1.94 0.45
C 2.42 0.55 0.60
N 1.04 0.14 0.79
C 0.68 -0.43 1.90
C 1.56 -0.47 3.10
C -0.65 -1.12 1.96
C -1.04 -1.85 3.19
N -1.34 -1.07 0.87
C -2.45 -1.94 0.64
C -2.23 -3.33 0.65
C -0.90 -3.99 0.87
C -3.34 -4.14 0.41
C -4.58 -3.61 0.15
C -4.76 -2.23 0.12
C -3.70 -1.37 0.36
C -3.91 0.12 0.35
H 2.24 3.93 1.15
H 1.18 2.77 1.91
H 1.05 3.07 0.18
H 4.42 3.24 0.81
H 6.12 1.50 0.40
H 5.45 -0.86 0.19
H 3.74 -2.52 -0.10
H 2.03 -2.16 0.03
H 3.03 -2.31 1.48
H 2.46 0.13 2.98
H 1.84 -1.50 3.32
H 1.00 -0.11 3.97
H -1.00 -1.19 4.06
H -0.35 -2.68 3.39
H -2.04 -2.26 3.10
H -0.06 -3.30 0.93
H -0.69 -4.68 0.05
H -0.91 -4.58 1.79
H -3.20 -5.22 0.41
H -5.42 -4.27 -0.04
H -5.75 -1.82 -0.06
H -4.97 0.35 0.38
H -3.50 0.56 -0.56
H -3.43 0.60 1.21
F -1.80 -2.98 -2.33
B -0.97 -1.98 -2.46
F 0.04 -1.88 -1.33
F -0.31 -1.78 -3.60
F -1.67 -0.62 -2.12
C 2.71 -0.79 -2.94
Sb 1.29 0.77 -2.78
C 0.51 0.92 -4.74
C 2.39 2.54 -2.51
H 3.42 -0.44 -3.69
H 2.21 -1.69 -3.29
H 3.22 -0.95 -2.00
H 1.30 0.54 -5.38
H 0.32 1.97 -4.96
H -0.38 0.31 -4.86
H 2.84 2.73 -3.49
H 3.16 2.39 -1.77
H 1.74 3.38 -2.25
*
```

frontier orbital gap: 5.857 eV
relative energy (zero: lowest compared OMol25 entry of this formula, charge and spin): 0.424 eV
electronic energy: -4685.77159 hartree
HOMO level: -16.67 eV

Löwdin population analysis, charges in e, atoms 1 to 4:
1 Pt 1.392
2 O 0.188
3 C -0.264
4 C 0.058

---

Record 3
Below is a molecular structure, C3H2CsFMgO3, with properties calculated with the ωB97M-V functional and the def2-TZVPD basis.

The geometry in ORCA input format:
```
! wB97M-V def2-TZVPD RIJCOSX def2/J DEFGRID3
* xyz 1 2
O 1.19 -1.69 -0.63
C 1.63 -0.82 0.09
C -0.51 0.86 -0.03
O 0.54 0.44 0.65
O 2.73 -0.36 0.36
C -1.81 0.56 0.17
Cs -1.70 -3.53 -1.59
F -0.16 1.68 -1.03
H -2.57 1.07 -0.42
H -2.08 -0.07 1.02
Mg 2.75 1.88 1.40
*
```

frontier orbital gap (alpha / beta): 7.323 / 7.450 eV
electronic energy: -661.11642 hartree
<S²>: 0.7506
HOMO level (alpha / beta): -10.73 / -11.71 eV

Löwdin population analysis, charges in e, atoms 1 to 4:
1 O 0.056
2 C -0.532
3 C -0.544
4 O -0.132

---

Record 4
Below is a molecular structure, C4H9N2, with properties calculated with the ωB97M-V functional and the def2-TZVPD basis.

The geometry in ORCA input format:
```
! wB97M-V def2-TZVPD RIJCOSX def2/J DEFGRID3
* xyz 1 1
C 1.91 0.31 1.13
C 0.05 1.00 -1.04
C -0.71 -0.29 -0.94
C -0.76 -0.54 0.59
N -1.85 -2.75 0.87
N -1.48 -1.71 0.83
H 1.80 1.11 1.82
H 2.66 0.12 0.39
H 0.40 1.37 -1.92
H -0.63 1.72 -0.58
H 1.02 0.94 -0.41
H -0.12 -1.09 -1.52
H -1.76 -0.22 -1.41
H 0.64 -0.37 1.07
H -1.16 0.38 1.14
*
```

frontier orbital gap (alpha / beta): 6.801 / 6.789 eV
relative energy (zero: lowest compared OMol25 entry of this formula, charge and spin): 7.906 eV
electronic energy: -266.80874 hartree
HOMO level (alpha / beta): -13.53 / -13.53 eV

Löwdin population analysis, charges in e, atoms 1 to 4:
1 C 0.332
2 C -0.072
3 C -0.231
4 C -0.228

---

Record 5
Below is a molecular structure, C5H12, with properties calculated with the ωB97M-V functional and the def2-TZVPD basis.

The geometry in ORCA input format:
```
! wB97M-V def2-TZVPD RIJCOSX def2/J DEFGRID3
* xyz 0 1
C 2.07 -0.15 0.24
C 0.68 -0.54 0.73
C -0.35 -0.72 -0.35
C -0.56 1.41 -0.98
C -1.74 -0.85 0.21
H 2.09 0.88 -0.13
H 2.81 -0.23 1.04
H 2.38 -0.81 -0.58
H 0.36 0.12 1.56
H 0.73 -1.55 1.17
H -0.28 0.23 -1.25
H -1.54 1.57 -1.46
H -0.58 1.70 0.07
H 0.23 1.95 -1.52
H -1.98 -0.23 1.09
H -2.51 -0.69 -0.55
H -1.83 -1.90 0.53
*
```

frontier orbital gap: 8.771 eV
relative energy (zero: lowest compared OMol25 entry of this formula, charge and spin): 4.196 eV
electronic energy: -197.55496 hartree
HOMO level: -7.69 eV

Löwdin population analysis, charges in e, atoms 1 to 4:
1 C -0.118
2 C -0.340
3 C -0.193
4 C -0.019

---

Record 6
Below is C2H2O3 in the gas phase, with properties calculated with the ωB97M-V functional and the def2-TZVPD basis.

The geometry in ORCA input format:
```
! wB97M-V def2-TZVPD RIJCOSX def2/J DEFGRID3
* xyz 0 1
C -1.19 -0.06 0.87
C -0.06 0.45 -0.24
O -1.14 -1.22 0.36
O -0.13 -1.08 -0.62
O 1.18 0.83 0.16
H -0.13 0.91 -1.29
H 1.48 0.17 0.76
*
```

frontier orbital gap: 9.600 eV
relative energy (zero: lowest compared OMol25 entry of this formula, charge and spin): 6.537 eV
electronic energy: -302.89012 hartree
HOMO level: -9.69 eV

Löwdin population analysis, charges in e, atoms 1 to 4:
1 C 0.072
2 C -0.272
3 O -0.041
4 O -0.070

---

- electronic energy of number 1 (C23H35N5Pb)?
  -1363.48994 hartree

---

- Among the records above, which one has the lowest electronic energy?
  C28H37BBrF4N3OPtSb